[1]
{
  "formula": "C7H18ClOPSi",
  "method": "the ωB97M-V functional and the def2-TZVPD basis",
  "gap_ev": 9.74,
  "smiles": "CC[Si](CC)(CC)[P@](C)(=O)Cl",
  "e_lumo_ev": 0.7,
  "de_lowest_kj_mol": 0.0,
  "species": ["C", "C", "Si", "C", "C", "C", "C", "P", "C", "O", "Cl", "H", "H", "H", "H", "H", "H", "H", "H", "H", "H", "H", "H", "H", "H", "H", "H", "H", "H"],
  "positions_angstrom": [[1.968525, 1.174305, -1.533159], [1.655353, 1.234750, -0.072629], [0.420837, -0.036201, 0.532501], [0.239705, 0.070110, 2.390322], [-0.626029, 1.325992, 2.606271], [1.106901, -1.733508, 0.096023], [0.147614, -2.868846, -0.147443], [-1.798494, 0.635211, -0.639865], [-2.297193, 0.361334, -2.465990], [-1.971691, 2.042017, -0.394990], [-3.186100, -0.366672, 0.421337], [1.939370, 0.100051, -1.751596], [1.057071, 1.650445, -2.000459], [2.966694, 1.758647, -1.749148], [1.473403, 2.215932, 0.358953], [2.558608, 0.881778, 0.314502], [-0.239223, -0.813864, 2.769297], [1.273720, 0.026524, 2.785574], [-0.173727, 2.122168, 1.957411], [-1.719705, 1.030734, 2.206841], [-0.593642, 1.527502, 3.766705], [1.677396, -1.446404, -0.730793], [1.809522, -2.069187, 0.825479], [-0.639157, -3.240400, 0.633857], [-0.523653, -2.462067, -0.997484], [0.539743, -3.877054, -0.618403], [-3.078149, -0.397835, -2.618795], [-2.497878, 1.260484, -2.937281], [-1.489825, -0.105957, -3.007036]],
  "forces_ev_per_a": [[-0.7337, 1.7714, -0.8872], [-0.8188, 0.0389, 0.5822], [-0.6461, -0.5371, -0.2688], [-0.2625, 0.1458, -1.0937], [-0.7788, -0.7188, 1.2721], [-1.0645, -0.2807, 1.3491], [-2.9148, -1.9308, -2.6233], [1.3238, -2.0227, -1.4139], [0.8734, -3.0798, 1.5968], [0.0832, 3.1757, 0.6309], [-0.7193, -0.9753, 0.3504], [0.7095, 0.5107, -0.8676], [1.3251, -0.3627, -0.4467], [-2.0567, -1.4436, -0.0680], [-0.0236, 0.1871, -0.2399], [1.5389, -0.5977, 1.7110], [-0.3584, -0.4907, 0.1991], [-0.4148, 0.5729, -0.0313], [-0.9112, -0.1473, 1.0729], [2.4569, 1.1775, 1.2303], [-0.5159, 0.3192, -2.4323], [0.9186, -0.4509, -1.8027], [0.7566, 0.2824, 0.9289], [1.8069, 1.2045, -0.8308], [0.5874, -0.9143, 1.1091], [-0.1475, 2.0815, 1.0709], [-0.2013, 0.5471, 0.4761], [-0.6005, 1.9517, -0.4568], [0.7879, -0.0140, -0.1171]],
  "nbo_charge": [-0.598, -0.906, 1.484, -0.905, -0.627, -0.915, -0.617, 1.427, -0.944, -1.119, -0.321, 0.195, 0.210, 0.221, 0.242, 0.226, 0.234, 0.235, 0.213, 0.233, 0.218, 0.220, 0.237, 0.226, 0.195, 0.216, 0.244, 0.246, 0.229]
}

---

[2]
{
  "formula": "C7H18FGaO5P",
  "method": "the ωB97M-V functional and the def2-TZVPD basis",
  "charge": -1,
  "gap_ev": 7.41,
  "e_lumo_ev": 3.2,
  "species": ["C", "C", "O", "P", "O", "C", "C", "Ga", "F", "C", "O", "O", "O", "C", "C", "H", "H", "H", "H", "H", "H", "H", "H", "H", "H", "H", "H", "H", "H", "H", "H", "H", "H"],
  "positions_angstrom": [[0.326506, -2.572301, 0.832502], [0.551888, -1.367636, 1.812773], [1.666784, -0.529380, 1.483742], [1.310112, 0.543032, 0.252629], [0.889704, -0.182933, -1.014450], [0.206825, 1.944213, 0.752544], [-1.320716, 1.613246, 0.987652], [-2.374234, 0.806410, -0.601127], [-2.477695, 1.956308, -2.087222], [-4.313918, 0.439007, 0.095834], [-4.592859, -0.987433, 0.087203], [-4.462013, -1.429604, -1.240021], [2.792986, 1.273758, -0.127812], [3.709096, 0.270922, -0.607739], [3.935585, 0.458160, -2.162135], [1.177330, -2.588118, 0.112187], [0.367209, -3.533707, 1.391037], [-0.618072, -2.495441, 0.251012], [0.774156, -1.802421, 2.818218], [-0.410635, -0.825393, 1.919569], [0.607112, 2.313567, 1.738304], [0.366749, 2.793761, 0.048501], [-1.808571, 2.607130, 1.181463], [-1.501603, 1.026439, 1.924012], [-1.825329, -0.644131, -1.064366], [-4.356935, 0.787837, 1.155739], [-5.051274, 0.966408, -0.557338], [-3.671274, -1.984401, -1.300421], [3.429242, -0.763789, -0.334223], [4.693827, 0.515942, -0.134724], [5.000650, 0.722081, -2.364168], [3.747055, -0.527630, -2.652564], [3.232313, 1.196098, -2.596613]],
  "forces_ev_per_a": [[0.6871, 0.0961, -0.1642], [-1.0193, -1.7257, 0.6229], [-0.6580, 1.8019, -1.0882], [0.4839, -0.5245, -3.4722], [0.4602, 1.0088, 2.5696], [0.3049, -0.0592, 1.8232], [0.0650, 0.7641, -0.4952], [-0.5085, -0.5725, -0.0836], [0.1678, -0.2562, 0.7759], [0.8138, 0.7633, -0.6239], [0.0967, 0.3068, 1.0182], [-0.7266, -0.2891, -1.2390], [-1.8024, -1.4910, 1.7121], [1.5493, 0.9769, -1.0096], [-0.0493, -1.1230, 0.3802], [-0.7110, 0.0196, 0.3915], [-0.2066, 0.5968, -0.2832], [0.7102, 0.0756, 0.4287], [0.0282, 0.5758, -0.6939], [0.7545, 0.0872, -0.1778], [0.0541, -0.2498, -0.8003], [-0.1444, -0.9472, 0.1358], [0.4168, -0.7052, -0.1031], [0.3715, 0.3258, -0.7469], [0.0114, 0.2220, 0.0441], [-0.4178, -0.5379, -0.6524], [0.1643, -0.3395, 0.7104], [0.2872, 0.4517, 0.6203], [-0.0579, 0.6695, -0.2093], [-0.8266, -0.3672, -0.0332], [-0.8525, 0.0423, 0.0740], [0.0618, 0.8105, 0.1650], [0.4922, -0.4067, 0.4041]],
  "nbo_charge": [-0.649, -0.085, -0.805, 2.296, -1.097, -0.789, -0.922, 1.380, -0.771, -0.582, -0.316, -0.475, -0.797, -0.074, -0.638, 0.230, 0.190, 0.245, 0.177, 0.197, 0.217, 0.262, 0.210, 0.198, -0.405, 0.172, 0.167, 0.463, 0.196, 0.166, 0.190, 0.211, 0.238]
}